116
Properties=species:S:1:pos:R:3:forces:R:3:lowdin_charge:R:1 method="wB97M-V/def2-TZVPD" charge=-1 homo_ev=-4.24
P -1.7999 0.4574 -2.5366 0.1 0.3 -0.2 0.765
F -1.6239 -6.1366 -1.2414 0.6 0.2 -0.3 0.103
F 0.4974 -6.6547 -1.1721 -0.5 0.4 -0.3 0.074
F -0.3438 -5.8114 -2.9967 -0.2 0.0 0.8 0.125
O -2.7265 2.6963 2.1697 -0.1 0.0 0.2 -0.066
O 1.3123 1.8960 0.1566 0.1 0.0 0.1 -0.062
O -0.1674 -2.9572 -3.3862 0.6 -0.4 0.7 0.000
O -6.8018 -6.4032 -3.5903 -0.1 0.1 0.1 -0.052
O 0.3693 -0.6751 -3.2095 0.0 -0.6 0.2 -0.018
O -3.6504 -4.4030 -2.4619 0.2 0.2 0.0 -0.079
O 6.1498 2.2401 1.0968 0.0 -0.2 0.1 -0.055
O 2.6634 7.3117 2.4331 -0.2 -0.2 -0.1 -0.057
O -1.1011 -1.7834 2.1580 -0.1 -0.2 0.1 -0.063
O -1.1576 1.7982 -2.4243 0.0 0.0 0.4 -0.456
N -0.1453 -0.6467 -0.9188 -0.8 -0.3 0.1 0.083
C -1.4390 -0.8448 3.1702 -0.1 0.3 -0.3 -0.494
C -2.3503 4.9340 2.9756 0.1 0.0 0.1 -0.062
C -7.1179 -7.1421 -2.4107 0.2 -0.3 -0.1 -0.500
C 7.1176 1.7822 2.0349 0.2 0.3 0.0 -0.499
C 2.0957 -2.1929 -4.4904 0.2 -0.1 0.4 -0.290
C -0.6196 -0.9504 -2.2661 0.4 0.7 0.2 -0.559
C -1.0822 -3.2543 -1.1673 -0.2 -0.5 0.0 -0.063
C -0.6925 0.4613 2.9464 0.3 -0.1 0.1 -0.066
C -1.1025 -2.4496 -2.4809 0.4 0.6 -0.4 -0.393
C -4.5968 3.8198 3.2123 0.0 -0.1 0.1 -0.061
C 3.4652 -1.5995 -2.3590 0.2 -0.3 0.1 -0.099
C -5.8777 -7.3224 -1.5507 0.1 0.2 0.0 -0.059
C 2.7079 -1.0018 -5.2616 0.0 -0.3 0.0 -0.093
C 3.2903 6.2125 4.4918 0.0 -0.1 -0.1 -0.059
C -7.7438 -8.4788 -2.7818 -0.1 0.0 0.0 -0.069
C 1.6024 3.0671 0.9090 0.0 0.3 -0.4 -0.486
C 7.1340 2.6843 3.2608 -0.1 0.0 0.1 -0.065
C -2.9813 -3.8078 -3.5779 -0.4 0.2 -0.4 -0.229
C -3.0878 3.6226 3.1879 -0.2 0.2 -0.3 -0.498
C -2.9458 -0.6262 3.2003 -0.1 -0.1 0.1 -0.064
C 2.2067 6.9732 3.7423 0.3 0.2 0.2 -0.502
C 3.0055 -2.6836 -3.3460 -0.1 0.3 -0.1 -0.226
C -0.0259 -4.3592 -1.0791 -0.3 0.0 0.4 -0.047
C 1.7861 8.2325 4.4853 -0.1 0.0 0.0 -0.065
C 3.0086 3.5586 0.5977 0.1 -0.1 0.1 -0.054
C -2.4516 -2.4391 -3.2135 0.0 -0.5 0.3 -0.127
C -0.3929 -5.7091 -1.6463 0.4 -0.4 -0.1 -0.554
C 8.4905 1.6980 1.3842 0.0 -0.1 -0.1 -0.065
C 0.5675 4.1480 0.6257 -0.2 0.0 0.1 -0.048
B 0.5667 -1.8791 -4.0778 -0.7 0.3 -1.5 -0.716
H 3.8796 -3.1835 -3.7740 0.1 0.0 0.0 0.094
H 0.1276 -4.5657 -0.0189 0.0 -0.1 0.1 0.131
H -2.7671 3.1713 4.1290 0.0 -0.1 0.0 0.134
H -5.4458 -6.3555 -1.2904 0.0 0.0 0.0 0.075
H 1.5467 2.7671 1.9580 0.0 -0.1 0.0 0.132
H 0.9335 -4.0530 -1.4801 0.0 0.0 -0.3 0.113
H -7.8484 -6.5373 -1.8724 0.0 0.1 -0.1 0.137
H 3.5765 5.3164 3.9406 0.0 0.0 0.0 0.072
H -3.2359 -1.9298 -2.6461 0.0 0.2 0.0 0.114
H -2.1902 -4.4400 -3.9814 0.2 -0.1 0.2 0.116
H 1.3369 2.1328 -0.7797 -0.1 0.0 -0.1 0.089
H -2.5825 5.6632 3.7547 0.0 0.0 0.0 0.077
H -2.6215 5.3664 2.0087 0.0 0.0 0.0 0.087
H 6.4020 3.1248 0.8146 0.0 0.1 0.0 0.087
H 4.4850 -1.8074 -2.0294 0.1 0.1 0.1 0.059
H 1.3410 6.3247 3.6009 0.0 0.0 -0.1 0.129
H -7.0382 -9.0801 -3.3619 0.0 0.0 0.1 0.079
H -4.0329 -5.2167 -2.7818 -0.2 -0.3 0.0 0.052
H 7.8438 2.3266 4.0087 0.0 0.0 0.0 0.076
H -2.8644 0.3092 -1.6128 -0.1 -0.2 -0.1 0.006
H -6.1584 -6.9132 -4.0921 0.0 0.0 0.0 0.084
H 3.0949 3.8205 -0.4608 -0.1 0.1 0.0 0.086
H 8.8121 2.6875 1.0468 0.0 0.0 0.1 0.079
H 2.4719 -3.4453 -2.7764 0.0 -0.2 -0.1 0.080
H -3.4645 -1.5733 3.3603 0.0 0.0 0.0 0.074
H 0.5839 4.4273 -0.4306 0.1 0.0 0.0 0.089
H -2.2594 -1.9315 -4.1569 -0.1 0.2 0.0 0.107
H -1.1204 -1.2944 4.1139 0.0 -0.1 0.0 0.132
H -3.7097 -3.6767 -4.3871 -0.1 0.0 0.0 0.114
H 0.3850 0.2864 2.9334 0.0 0.0 0.0 0.080
H 3.7409 2.7784 0.8010 0.0 0.0 0.0 0.061
H 0.6659 -1.2194 -0.7258 0.2 0.1 0.1 0.089
H -0.9622 0.8956 1.9862 -0.1 0.1 0.0 0.067
H 1.0102 8.7606 3.9308 0.0 0.0 0.0 0.078
H 2.8523 -1.5835 -1.4598 -0.2 0.1 0.0 0.053
H -0.0319 -1.6647 -5.1870 0.0 0.1 0.1 0.113
H -0.9224 1.1872 3.7295 0.0 0.0 0.0 0.071
H 7.4151 3.7031 2.9786 0.1 0.0 0.0 0.078
H 8.4580 1.0468 0.5110 0.0 0.0 0.0 0.080
H -5.1031 2.8658 3.3621 0.0 0.0 0.0 0.077
H 2.9537 5.9168 5.4866 0.0 0.0 0.0 0.080
H 0.1240 0.3282 -0.9068 0.3 0.0 0.2 0.032
H 2.0474 -3.0150 -5.2089 -0.2 -0.2 0.1 0.111
H 2.6363 8.9122 4.5920 0.0 0.0 0.1 0.079
H -3.2858 -0.2153 2.2476 0.0 0.1 0.0 0.077
H -1.3518 -1.4020 1.3048 0.2 0.1 -0.1 0.056
H -1.2743 4.7608 2.9641 0.0 0.0 0.0 0.063
H 9.2376 1.3125 2.0800 0.0 0.0 0.0 0.076
H -5.1158 -7.8866 -2.0968 0.0 -0.1 0.0 0.086
H -0.4372 3.7854 0.8462 0.0 -0.1 0.0 0.059
H 1.4055 7.9985 5.4808 0.0 0.0 0.0 0.078
H -8.0267 -9.0448 -1.8929 0.0 0.0 0.0 0.077
H 4.1844 6.8335 4.6003 0.0 0.0 0.1 0.080
H 6.7917 0.7827 2.3243 -0.1 0.0 0.0 0.139
H -2.3991 0.3071 -3.7997 -0.1 -0.3 0.1 0.023
H 3.6889 -0.7260 -4.8748 0.1 0.1 0.0 0.057
H -0.8970 -2.5936 -0.3293 0.0 0.1 0.0 0.074
H 3.2589 4.4412 1.1931 0.0 0.0 0.0 0.068
H -2.9985 3.0658 1.3224 0.0 0.0 -0.1 0.096
H -4.9406 4.2298 2.2589 0.0 0.1 0.0 0.081
H -4.8964 4.5036 4.0088 0.0 0.0 0.0 0.076
H 2.0570 -0.1301 -5.2344 0.0 0.2 0.1 0.066
H -3.2315 0.0695 3.9926 0.0 0.0 0.0 0.071
H -2.0525 -3.7046 -0.9675 -0.1 0.0 -0.1 0.111
H 3.4542 -0.6013 -2.7839 -0.1 0.1 -0.1 0.062
H 0.7573 5.0430 1.2248 0.0 0.0 0.0 0.066
H 2.8566 -1.2681 -6.3081 0.0 0.1 -0.1 0.061
H 6.1431 2.7293 3.7134 0.0 0.0 0.0 0.076
H -6.1042 -7.8592 -0.6284 0.0 0.0 0.0 0.080
H -8.6315 -8.3280 -3.3968 0.0 0.0 0.0 0.076
H 3.4309 7.8828 2.5323 0.1 0.0 0.0 0.083


126
Properties=species:S:1:pos:R:3:forces:R:3:lowdin_charge:R:1 method="wB97M-V/def2-TZVPD" homo_ev=-6.82 e_above_lowest_ev=0.000
Cd -1.4371 1.1066 0.2656 -1.9 0.1 -0.7 1.435
S 1.2675 0.6718 1.7648 -1.9 0.9 0.7 0.630
S 1.6445 0.0627 -0.8224 0.7 0.7 -2.0 0.562
F 1.6666 -1.7446 -2.6920 0.2 -0.1 0.2 0.151
F 2.7463 -0.5625 3.5009 -0.3 0.0 0.4 0.163
F -0.2511 -1.4918 -1.7600 0.1 -0.2 0.3 0.122
F 2.4627 -1.7574 1.7492 -0.3 -0.2 0.2 0.141
F 1.3470 -2.5378 -0.6932 -0.2 -0.1 0.0 0.135
F 0.8167 -1.5204 3.1374 0.1 -0.1 0.1 0.152
O 5.9008 3.2936 3.8961 -0.3 0.3 0.0 -0.086
O 4.4160 4.4849 0.1031 -0.8 0.1 -0.2 -0.092
O 3.4806 -7.1571 0.4036 -0.2 0.0 0.1 -0.086
O -2.5218 0.4223 -1.3780 0.0 -0.8 0.2 -0.368
O 2.9590 -0.1974 -0.3326 -0.1 -0.5 0.9 -0.261
O -2.2475 2.4401 1.7611 -0.7 0.7 0.5 -0.221
O 0.1757 1.0344 2.6360 -0.3 -0.3 -0.1 -0.340
O -3.0696 -1.1318 4.1284 0.3 -0.3 0.1 -0.129
O -2.1262 -0.7753 1.5580 0.0 0.1 -0.3 -0.179
O 2.3271 1.6156 1.7292 0.7 -0.3 -0.4 -0.251
O 6.4131 -4.6428 -2.2015 0.1 0.2 0.4 -0.081
O 1.5977 1.0174 -1.8820 -0.9 0.0 -0.3 -0.266
O 3.3954 1.3656 -5.8420 0.0 0.2 -0.3 -0.076
O -0.6693 4.4040 2.7635 0.0 -0.3 0.7 -0.089
N 0.5039 0.3940 0.2896 3.8 -1.1 1.7 -0.394
N -3.3217 0.8989 -2.4264 0.8 1.4 0.7 -0.165
C -5.1979 1.2471 -0.9202 0.1 1.2 0.4 -0.053
C -1.2390 -0.6718 5.5406 0.5 -0.4 0.6 -0.081
C 4.4722 3.4726 3.8000 0.8 -0.5 -0.6 -0.295
C 1.8610 -0.9251 2.5886 0.6 0.2 -1.1 -0.654
C -2.3779 -1.9668 0.8081 0.2 -0.2 -0.1 -0.292
C -2.5154 -0.7851 -4.1534 1.1 0.1 1.0 -0.011
C 2.0964 -6.8978 0.1479 0.4 0.2 -0.5 -0.320
C 1.0615 -1.5435 -1.5249 -0.3 0.4 -0.4 -0.666
C 1.7489 -5.5322 0.6771 -1.1 0.1 -0.4 -0.091
C -5.0257 -0.8916 -2.0925 -0.2 -0.4 0.3 -0.028
C 1.7517 -0.3693 -6.1355 -0.6 0.1 0.1 -0.085
C 4.7747 2.9180 -1.7209 -0.4 -0.1 -0.2 -0.076
C -1.3680 1.4473 -3.7361 1.2 -0.1 0.2 -0.046
C -2.6651 0.6780 -3.7000 -1.3 0.0 -1.2 -0.526
C -4.2619 1.7348 2.9616 0.0 0.3 0.0 -0.065
C -5.0028 0.9330 -4.7131 -0.6 0.1 -0.5 -0.190
C -3.5570 1.3682 -4.7521 -0.1 0.8 0.1 -0.153
C 5.5505 -4.3194 -1.1042 -0.6 -0.4 -0.4 -0.305
C 2.1638 0.8546 -5.3400 0.3 -0.8 0.2 -0.319
C -1.6548 -3.1720 1.3919 -0.2 0.1 -0.1 -0.061
C -0.9126 3.0775 4.8103 0.4 -0.8 -0.3 -0.080
C -2.0794 -1.7981 5.0147 -1.5 1.4 -0.7 -0.227
C -4.7100 0.6028 -2.2055 -1.0 -0.5 -0.3 -0.540
C 3.7528 2.3915 4.5701 -0.4 0.5 1.5 -0.091
C -5.5699 1.2085 -3.3273 0.2 -0.6 -0.3 -0.139
C 4.1538 3.1405 -0.3545 1.4 -0.1 0.6 -0.316
C -3.6510 2.7563 2.0123 0.3 -0.7 -0.3 -0.230
C 4.5507 -3.2214 -1.4278 0.1 0.7 0.7 -0.096
C -0.0177 3.9461 3.9849 0.3 1.3 -0.3 -0.270
H 3.7013 -3.4507 -2.0713 0.2 -0.4 -0.1 0.063
H -5.0499 0.6242 -0.0385 0.1 0.1 0.1 0.070
H -6.0541 -1.0384 -1.7434 0.0 0.1 0.0 0.087
H -1.7684 3.6300 5.1875 0.0 0.0 0.2 0.087
H -3.5671 1.4357 3.7444 0.1 0.0 -0.1 0.061
H -5.6066 1.4887 -5.4425 0.2 0.1 0.0 0.112
H -2.6914 -2.2101 5.8133 0.4 -0.7 0.0 0.117
H -1.6956 3.1194 2.1949 0.2 0.1 -0.2 0.032
H 5.0503 -5.2378 -0.7775 -0.1 0.1 0.1 0.094
H -4.5675 0.8620 2.3852 0.0 -0.1 0.2 0.063
H 0.8697 -0.8294 -5.6752 0.0 0.1 0.1 0.059
H 6.1268 -3.9777 -0.2454 0.5 -0.1 -0.3 0.112
H 5.8624 2.9927 -1.7223 0.0 0.0 0.1 0.072
H -3.5413 2.4405 -4.5099 0.0 0.0 0.0 0.123
H -4.3720 -1.3279 -1.3356 0.1 -0.1 -0.2 0.062
H 4.4924 1.9503 -2.1420 0.0 0.0 0.1 0.067
H 0.9419 3.5218 3.6917 -0.2 -0.5 0.1 0.088
H -1.8761 -4.0638 0.8024 0.0 0.0 0.0 0.082
H 1.6426 -5.5069 1.7599 0.6 0.2 0.1 0.080
H 4.5834 2.5119 0.4358 0.0 -0.5 -0.4 0.099
H -4.1286 2.6583 1.0436 -0.2 0.3 0.0 0.072
H 2.5211 -1.1381 -6.1474 0.2 0.1 -0.2 0.075
H 3.7041 -8.0035 0.0059 0.0 0.0 0.0 0.081
H 4.3799 3.6827 -2.3947 0.1 0.0 0.0 0.078
H -1.4624 2.4055 -3.2253 -0.2 0.1 0.0 0.091
H 5.0584 -2.3489 -1.8446 0.1 -0.1 -0.1 0.082
H 4.1565 -2.8630 -0.4675 -0.2 -0.1 -0.2 0.059
H -2.0019 -3.3503 2.4127 0.1 -0.1 0.0 0.061
H 1.9432 -6.8637 -0.9388 -0.1 -0.3 0.1 0.111
H 2.3874 -4.7772 0.2213 0.4 0.0 0.6 0.058
H -0.5741 -3.0290 1.3898 0.0 0.1 0.1 0.059
H -1.7290 -0.8216 -4.9111 -0.3 -0.1 -0.3 0.079
H -3.7306 3.7830 2.3618 0.1 0.0 0.1 0.122
H -0.7271 -0.1739 4.7200 0.0 0.2 0.1 0.050
H -5.1394 2.1520 3.4599 -0.1 0.0 -0.1 0.081
H -5.6680 2.2904 -3.2081 0.1 0.0 0.1 0.121
H -1.8607 0.0015 6.1286 -0.1 0.2 -0.3 0.084
H 1.4535 -7.6681 0.5822 0.0 0.0 0.0 0.109
H -1.2435 2.1990 4.2509 -0.1 0.2 0.0 0.039
H -2.0256 -1.7488 -0.1977 -0.1 0.0 -0.1 0.076
H -4.7136 2.2273 -0.8079 0.3 -0.3 0.1 0.077
H 0.7525 -5.2601 0.3007 0.0 -0.2 0.0 0.068
H -0.4463 5.3331 2.6747 -0.1 0.0 -0.3 0.100
H -0.5107 0.9425 -3.2838 -0.2 -0.2 0.2 0.051
H -0.2896 2.6703 5.6106 -0.3 0.2 0.3 0.090
H 3.3367 2.3175 -5.9458 0.0 0.0 0.1 0.076
H -3.1117 1.3082 -5.7477 0.0 -0.4 0.0 0.121
H 5.9007 -5.1698 -2.8200 0.0 0.0 0.0 0.076
H 6.1614 2.6713 3.2118 0.0 -0.1 0.1 0.075
H -1.5486 -2.4893 4.3689 0.2 -0.4 0.5 0.092
H -2.4764 -0.8529 2.4648 0.0 0.0 0.1 0.041
H -5.1442 -0.0992 -5.0494 0.2 -0.1 0.4 0.102
H 2.6730 2.4388 4.4138 0.1 -0.2 -0.2 0.047
H -1.0480 1.6343 -4.7661 -0.2 0.0 0.0 0.079
H 5.2866 4.4936 0.5076 0.0 0.0 -0.1 0.073
H 4.1202 1.3709 4.5017 0.1 0.0 -0.8 0.067
H -6.2448 1.5630 -0.9773 -0.2 -0.6 -0.1 0.088
H 3.1011 2.8760 -0.3612 -0.2 0.7 0.0 0.083
H -4.9352 -1.4400 -3.0271 0.1 0.0 0.0 0.069
H 3.9018 2.6058 5.6384 -0.1 0.1 -0.1 0.079
H -3.4508 -2.1652 0.7276 0.0 0.1 0.1 0.113
H 1.4371 -0.0576 -7.1332 0.3 -0.3 -0.2 0.074
H -3.4546 -1.2027 -4.4862 0.0 -0.1 -0.3 0.056
H -6.5568 0.7508 -3.2215 -0.1 0.2 0.0 0.118
H -0.5011 -1.0427 6.2597 0.1 -0.1 -0.3 0.088
H 4.2006 3.5033 2.7412 -0.2 -0.1 0.1 0.088
H 2.3480 0.5379 -4.3112 -0.3 0.3 0.1 0.085
H -2.1387 -1.3876 -3.3212 -0.2 0.0 0.0 0.069
H 0.2298 4.8385 4.5730 0.0 0.0 0.0 0.120
H 1.3462 1.5749 -5.3793 0.2 0.2 0.2 0.103
H 4.2571 4.4557 4.2154 0.0 0.0 0.1 0.113
H -3.8843 -1.6432 4.1197 0.0 -0.1 0.0 0.097


Listing frontier orbital gap for the structures above in their given order: 6.23; 6.96 eV.
Listing LUMO level for the structures above in their given order: 1.987; 0.135 eV.
Listing F_max for the structures above in their given order: 1.7; 4.3 eV/A.